# 1
Density functional theory data (ωB97M-V/def2-TZVPD) for a structure of composition C6H11O in a non-equilibrium geometry.

Last column: Mulliken charge in e.
CARTESIAN COORDINATES (ANGSTROEM)
C -2.507 0.175 0.143  -0.294
O -3.383 0.063 -0.830  -0.835
C -1.231 -0.657 -0.096  -0.646
C -0.150 -0.343 0.983  -0.539
C 1.104 1.090 0.385  -0.606
C 2.357 0.714 0.169  -0.321
C 2.581 -0.441 -0.833  -0.750
H -2.205 1.260 0.292  0.124
H -2.811 -0.383 1.124  0.104
H -0.825 -0.281 -1.042  0.113
H -1.614 -1.614 -0.421  0.486
H 0.545 -1.021 1.516  0.462
H -0.502 0.410 1.792  0.295
H 0.058 1.350 -0.899  0.156
H 0.761 1.851 0.974  0.508
H 2.311 0.019 -1.820  0.274
H 3.627 -0.927 -0.848  0.248
H 1.883 -1.263 -0.588  0.222

Its HOMO-LUMO gap is 0.185 hartree. Its total charge is -1. The LUMO energy comes out at 2.300 eV. Its spin multiplicity is 1. Its HOMO energy is -0.1005 Ha.

=====

# 2
Density functional theory data (ωB97M-V/def2-TZVPD) for the ion C6H11O with charge +1 in a non-equilibrium geometry.

Last column: Mulliken charge in e.
CARTESIAN COORDINATES (ANGSTROEM)
C -2.195 0.672 0.250  -0.059
C -2.051 -0.749 0.135  -0.380
C -0.700 -0.896 -0.711  -0.726
C 1.173 0.336 0.632  -0.660
C -0.071 0.546 -0.435  0.094
C 2.524 0.303 -0.095  -1.185
O -1.279 1.434 -0.069  -0.232
H -3.033 1.139 0.713  0.451
H -1.919 -0.967 1.288  0.281
H -2.696 -1.486 -0.161  0.459
H 0.053 -1.603 -0.339  0.325
H -0.974 -1.082 -1.752  0.360
H 0.931 -0.634 1.100  0.326
H 1.223 1.078 1.339  0.431
H 0.487 1.072 -1.172  0.432
H 3.245 0.248 0.692  0.380
H 2.646 1.183 -0.704  0.387
H 2.635 -0.594 -0.710  0.314

Its HOMO-LUMO gap is 0.388 hartree. Its total charge is +1. The LUMO energy comes out at -5.175 eV. Its spin multiplicity is 1. Its HOMO energy is -0.5781 Ha.

=====

# 3
Density functional theory data (ωB97M-V/def2-TZVPD) for the ion C6H11O5S with charge +1 in a non-equilibrium geometry.

Last column: Mulliken charge in e.
CARTESIAN COORDINATES (ANGSTROEM)
C -1.323 -0.429 0.577  -0.038
C -0.242 0.805 0.462  -0.411
C -0.790 -1.790 0.102  -0.164
C 1.218 0.232 0.201  0.530
C 0.070 -1.494 -1.126  -0.196
C 2.383 1.171 0.326  -0.846
O -1.782 -0.477 1.886  -0.547
O -0.684 1.590 -0.576  -0.523
O -1.841 -2.571 -0.358  -0.498
O 3.478 0.458 0.770  -0.539
O 1.180 -0.605 -0.958  -0.012
S 1.773 -2.215 -1.126  0.077
H -2.199 -0.314 -0.178  0.281
H -0.400 1.360 1.481  0.527
H -0.120 -2.171 0.966  0.317
H 1.215 -0.471 1.126  0.245
H -0.553 -1.271 -2.033  0.427
H 2.142 2.064 0.885  0.440
H 2.633 1.420 -0.662  0.350
H -2.655 -0.835 1.886  0.404
H -0.931 2.457 -0.212  0.414
H -2.070 -3.050 0.423  0.407
H 4.186 1.083 1.146  0.355

Its HOMO-LUMO gap is 0.308 hartree. Its total charge is +1. The LUMO energy comes out at -5.321 eV. Its spin multiplicity is 1. Its HOMO energy is -0.5033 Ha.

=====

# 4
Density functional theory data (ωB97M-V/def2-TZVPD) for an isolated molecule of C6H11P in a non-equilibrium geometry.

Last column: Mulliken charge in e.
CARTESIAN COORDINATES (ANGSTROEM)
C -0.361 -0.066 -2.606  -0.645
C 0.538 -0.428 -1.420  -0.364
C -0.940 -0.403 -1.284  0.474
C -1.978 -0.996 -0.382  -1.165
C 1.833 1.127 1.770  -1.199
C 0.412 0.986 1.244  -0.448
P 0.267 1.325 -0.574  -0.190
H -0.395 1.046 -3.032  0.166
H -0.404 -0.863 -3.318  0.270
H 1.258 -1.152 -1.168  0.448
H -2.892 -1.139 -1.085  0.296
H -2.138 -0.362 0.358  0.412
H -1.518 -1.969 -0.086  0.266
H 2.397 0.277 1.894  0.320
H 2.294 1.792 1.110  0.373
H 1.671 1.549 2.796  0.304
H -0.256 1.819 1.811  0.318
H 0.161 0.012 1.489  0.363

Its HOMO-LUMO gap is 0.324 hartree. The LUMO energy comes out at 0.916 eV. Its spin multiplicity is 1. As for the SMILES: CCP1[C@@H]2C[C@@]21C. Its HOMO energy is -0.2903 Ha.

=====

# 5
Density functional theory data (ωB97M-V/def2-TZVPD) for a cluster of 3 separate species, C6H12 in total in a non-equilibrium geometry.

Last column: Mulliken charge in e.
CARTESIAN COORDINATES (ANGSTROEM)
C 0.022 1.853 -0.677  -1.276
C 0.435 0.383 -0.551  0.556
C 0.450 -0.284 -1.791  -1.056
H 1.811 0.053 0.028  0.119
H 0.739 2.376 -1.328  0.374
H -0.980 1.933 -1.123  0.302
H -0.018 2.420 0.260  0.354
H 0.779 0.227 -2.689  0.294
H 0.488 -1.362 -1.859  0.277
C -0.959 -1.656 0.466  -1.301
C -0.018 -0.463 0.657  0.810
C -0.264 0.255 1.842  -1.192
H 1.485 -0.731 0.738  0.138
H -0.411 -2.563 0.174  0.324
H -1.734 -1.464 -0.287  0.347
H -1.541 -1.920 1.361  0.390
H 0.179 1.225 2.016  0.243
H -0.466 -0.281 2.764  0.299

Its HOMO-LUMO gap (spin up / spin down) is 0.270 / 0.269 hartree. The LUMO energy (spin up / spin down) comes out at -0.016 / -0.046 eV. Its spin multiplicity is 1. Its HOMO energy (spin up / spin down) is -0.2708 / -0.2709 Ha.

=====

# 6
Density functional theory data (ωB97M-V/def2-TZVPD) for an isolated molecule of C6H12 in a non-equilibrium geometry.

Last column: Mulliken charge in e.
CARTESIAN COORDINATES (ANGSTROEM)
C -1.886 -0.271 0.007  -1.520
C -0.474 -0.613 0.433  0.267
C 0.546 -1.336 -0.453  -0.601
C 1.756 -0.379 0.048  -0.839
C 0.555 0.442 0.750  0.153
C 0.136 1.696 -0.238  -1.660
H -2.416 0.054 0.783  0.464
H -2.029 0.341 -0.920  0.297
H -2.465 -1.255 -0.278  0.332
H -0.504 -1.191 1.390  0.235
H 0.379 -1.204 -1.525  0.255
H 0.639 -2.517 -0.150  0.270
H 2.415 -0.917 0.695  0.324
H 2.199 0.302 -0.700  0.293
H 0.645 0.648 1.753  0.511
H 0.210 1.347 -1.229  0.433
H 0.926 2.359 -0.234  0.456
H -0.632 2.496 -0.133  0.330

Its HOMO-LUMO gap is 0.407 hartree. The LUMO energy comes out at 1.178 eV. Its spin multiplicity is 1. As for the SMILES: C[C@@H]1CC[C@@H]1C. Its HOMO energy is -0.3633 Ha.